The following is a DFT calculation (ωB97M-V/def2-TZVPD) of a molecular structure, C29H33EuN9O3S at a distorted geometry.

Last column: Mulliken charge in e.
Element x y z (Å)
Eu (-0.29, 0.49, 1.08)  0.995
C (0.00, -3.75, -1.11)  -1.136
C (-1.14, -3.18, -0.29)  0.642
C (-1.86, -2.09, -1.09)  -1.185
N (-1.21, -0.76, -1.13)  0.916
C (-1.08, -0.14, -2.28)  0.146
C (-1.80, -0.60, -3.41)  -0.752
C (-1.49, -0.57, -4.79)  -0.522
C (-0.30, -0.10, -5.36)  -0.520
C (0.68, 0.69, -4.75)  -0.831
C (0.69, 1.22, -3.46)  -0.356
C (-0.14, 1.01, -2.33)  0.940
N (-0.12, 1.75, -1.27)  0.347
C (0.44, 3.09, -1.29)  -1.820
C (1.98, 3.20, -1.02)  -0.255
C (2.37, 2.95, 0.47)  -1.365
N (2.15, 1.54, 0.81)  0.033
C (3.18, 0.71, 0.77)  0.864
C (4.53, 0.98, 0.35)  -0.520
C (5.62, 0.14, 0.50)  -1.145
C (5.88, -0.64, 1.59)  0.088
C (4.95, -1.23, 2.45)  -0.707
C (3.58, -1.29, 2.29)  -0.660
C (2.83, -0.63, 1.24)  0.503
N (1.81, -1.17, 0.60)  0.194
C (1.80, -2.58, 0.33)  -1.014
C (1.24, -2.89, -1.08)  -0.388
H (-0.26, -4.12, -2.13)  0.400
H (0.34, -4.69, -0.62)  0.340
H (-0.81, -2.77, 0.64)  -1.009
H (-1.87, -3.99, -0.06)  0.484
H (-2.87, -1.92, -0.66)  0.129
H (-1.99, -2.43, -2.14)  0.502
H (-2.74, -1.10, -3.20)  0.489
H (-2.26, -0.99, -5.48)  0.296
H (-0.09, -0.44, -6.37)  0.278
H (1.55, 0.92, -5.33)  0.378
H (1.49, 1.98, -3.33)  0.119
H (-0.08, 3.63, -0.51)  0.590
H (0.14, 3.58, -2.25)  0.505
H (2.30, 4.21, -1.40)  0.358
H (2.48, 2.50, -1.67)  0.325
H (1.77, 3.55, 1.15)  0.397
H (3.42, 3.23, 0.64)  0.546
H (4.60, 1.88, -0.23)  0.349
H (6.39, 0.17, -0.29)  0.276
H (6.94, -0.88, 1.78)  0.287
H (5.42, -1.72, 3.31)  0.291
H (3.01, -1.98, 2.91)  0.374
H (1.21, -3.10, 1.09)  0.339
H (2.82, -2.99, 0.45)  0.394
H (2.06, -3.32, -1.67)  0.508
H (1.02, -1.93, -1.58)  -0.152
N (-1.58, -3.07, 4.89)  -0.407
C (-1.57, -2.12, 3.91)  0.513
S (-0.26, -2.11, 2.84)  -0.479
N (-2.64, -1.29, 3.84)  -1.331
N (-2.65, -0.46, 2.75)  0.952
C (-3.70, 0.31, 2.70)  -0.735
C (-4.09, 1.12, 1.57)  0.760
C (-5.35, 1.77, 1.65)  -0.983
C (-5.88, 2.33, 0.49)  -0.350
C (-5.06, 2.39, -0.64)  -0.799
C (-3.78, 1.85, -0.59)  -0.154
N (-3.25, 1.28, 0.49)  0.375
H (-0.88, -3.78, 4.88)  0.199
H (-2.14, -2.92, 5.73)  0.231
H (-4.37, 0.36, 3.56)  0.203
H (-5.92, 1.75, 2.56)  0.412
H (-6.85, 2.76, 0.46)  0.431
H (-5.40, 2.93, -1.53)  0.361
H (-3.12, 1.95, -1.46)  0.252
O (0.02, 1.60, 3.19)  -0.565
N (0.07, 2.95, 2.79)  0.921
O (0.48, 3.88, 3.51)  -0.577
O (-0.39, 3.11, 1.53)  -0.514

The charge is -1. For the HOMO energy (alpha / beta), the calculation gives -2.257 / -4.262 eV. For the LUMO energy (alpha / beta), the calculation gives 0.075 / 0.051 hartree. The expectation value of S² is 12.072. The calculation puts the largest force on an atom at 4.4 eV Å⁻¹. As for the multiplicity: 7. As for the gap between HOMO and LUMO (alpha / beta): 4.31 / 5.64 eV. Its energy above the lowest of the compared OMol25 structures with the same formula, charge and spin is 469.5 kJ/mol.

---

The following is a DFT calculation (ωB97M-V/def2-TZVPD) of a molecular structure, C32H34FN2O5ReS6 at a distorted geometry.

Last column: Mulliken charge in e.
Element x y z (Å)
Re (1.36, 0.26, 0.54)  -0.090
S (0.07, -0.03, 2.59)  -0.196
S (0.19, 1.78, 3.58)  -0.063
S (2.21, 2.02, 3.67)  -0.113
S (2.66, 2.17, 1.65)  -0.162
C (2.91, -2.22, 3.19)  -1.310
C (2.45, -3.35, 2.26)  1.251
C (3.27, -3.51, 0.99)  -1.673
C (0.93, -3.37, 2.05)  1.182
C (0.27, -4.29, 2.87)  -1.351
C (-1.09, -4.50, 2.82)  -1.493
C (-1.84, -3.76, 1.93)  -0.766
C (-1.24, -2.82, 1.11)  1.411
C (-2.16, -2.05, 0.18)  2.557
C (-3.36, -1.47, 0.92)  -1.419
C (-2.64, -2.93, -0.99)  -1.565
C (0.15, -2.61, 1.15)  -1.571
N (0.71, -1.68, 0.18)  1.699
C (0.64, -2.22, -1.11)  1.452
C (0.97, -3.56, -1.36)  -0.470
C (0.90, -4.12, -2.62)  -1.063
C (0.47, -3.37, -3.71)  -0.652
C (0.10, -2.05, -3.50)  -0.871
C (0.17, -1.52, -2.23)  -0.628
F (-0.32, -0.26, -2.08)  -0.134
H (3.99, -2.30, 3.35)  0.477
H (2.41, -2.31, 4.16)  0.313
H (2.71, -1.23, 2.81)  0.020
H (2.64, -4.26, 2.84)  0.508
H (3.10, -2.72, 0.26)  0.136
H (3.06, -4.47, 0.52)  0.333
H (4.33, -3.50, 1.24)  0.484
H (0.87, -4.87, 3.56)  0.376
H (-1.56, -5.23, 3.47)  0.372
H (-2.91, -3.92, 1.88)  0.301
H (-1.59, -1.22, -0.23)  -1.516
H (-4.00, -2.25, 1.33)  0.419
H (-3.98, -0.89, 0.23)  0.339
H (-3.04, -0.81, 1.73)  0.234
H (-3.28, -3.73, -0.62)  0.345
H (-1.81, -3.38, -1.53)  0.277
H (-3.22, -2.33, -1.70)  0.403
H (1.30, -4.16, -0.53)  0.337
H (1.18, -5.16, -2.75)  0.405
H (0.43, -3.80, -4.70)  0.371
H (-0.26, -1.42, -4.30)  0.462
O (4.23, -1.58, -1.31)  -0.655
S (4.03, -0.33, -0.62)  1.138
O (5.19, 0.49, -0.41)  -0.632
O (3.27, -0.57, 0.70)  -0.663
S (2.51, 0.74, -1.52)  -0.512
C (-2.49, 5.46, -1.78)  -1.139
O (-1.38, 5.22, -0.94)  -0.346
C (-0.23, 4.79, -1.52)  0.739
C (-0.02, 4.74, -2.89)  -0.533
C (1.22, 4.37, -3.40)  -0.766
C (2.27, 4.07, -2.55)  -0.790
C (2.06, 4.09, -1.18)  -0.315
C (0.82, 4.41, -0.66)  0.302
N (0.65, 4.45, 0.75)  0.307
C (-0.36, 4.06, 1.46)  -1.610
C (-1.46, 3.28, 0.97)  1.241
C (-2.77, 3.62, 1.32)  -0.673
C (-3.83, 2.93, 0.80)  -1.075
C (-3.58, 1.85, -0.06)  -0.423
C (-2.29, 1.44, -0.35)  -0.827
C (-1.18, 2.12, 0.19)  0.959
O (0.05, 1.75, -0.01)  0.183
H (-3.30, 5.76, -1.12)  0.274
H (-2.78, 4.55, -2.32)  0.419
H (-2.28, 6.26, -2.50)  0.399
H (-0.82, 4.99, -3.57)  0.419
H (1.36, 4.33, -4.47)  0.382
H (3.23, 3.77, -2.94)  0.419
H (2.85, 3.80, -0.50)  0.337
H (1.50, 4.66, 1.27)  0.573
H (-0.34, 4.35, 2.50)  0.704
H (-2.93, 4.46, 1.98)  0.475
H (-4.85, 3.20, 1.05)  0.387
H (-4.41, 1.31, -0.49)  0.517
H (-2.11, 0.59, -0.98)  0.428

The charge is -1. For the HOMO energy (alpha / beta), the calculation gives -4.204 / -4.688 eV. For the LUMO energy (alpha / beta), the calculation gives 0.050 / 0.049 hartree. The expectation value of S² is 3.772. The calculation puts the largest force on an atom at 1.1 eV Å⁻¹. As for the multiplicity: 4. As for the gap between HOMO and LUMO (alpha / beta): 5.57 / 6.03 eV. Its energy above the lowest of the compared OMol25 structures with the same formula, charge and spin is 7.2 kJ/mol.

---

The following is a DFT calculation (ωB97M-V/def2-TZVPD) of a molecular structure, C18H24O6RuSe4SiTe2 at a distorted geometry.

Last column: Mulliken charge in e.
Element x y z (Å)
Ru (0.01, 0.18, 0.11)  0.266
O (2.35, 2.36, 2.05)  -0.144
C (3.04, 1.75, 3.10)  -1.444
C (2.91, 0.23, 2.95)  2.120
C (3.88, -0.35, 4.00)  -1.071
O (3.95, -1.77, 4.02)  -0.537
C (1.52, -0.31, 3.31)  -1.236
Se (-0.13, 0.40, 2.52)  -0.207
C (3.39, -0.24, 1.58)  -1.335
Se (2.42, 0.14, -0.09)  -0.047
H (2.49, 3.31, 2.02)  0.188
H (2.66, 2.05, 4.08)  0.353
H (4.12, 1.99, 3.06)  0.406
H (3.59, 0.03, 4.99)  0.373
H (4.90, -0.01, 3.79)  0.439
H (3.08, -2.11, 3.81)  0.408
H (1.37, -0.20, 4.39)  0.374
H (1.47, -1.37, 3.05)  0.131
H (3.43, -1.33, 1.58)  0.409
H (4.41, 0.13, 1.41)  0.469
Se (0.13, -0.07, -2.32)  -0.246
Te (-1.56, 1.14, -3.61)  -0.350
Te (1.47, 3.90, -0.85)  -0.559
Se (-0.43, 2.55, -0.05)  -0.155
O (1.56, -2.70, 1.41)  -0.485
C (0.62, -2.86, 0.62)  0.805
O (-0.11, -1.99, 0.06)  -0.468
C (0.23, -4.29, 0.25)  -0.435
C (-0.79, -4.53, -0.66)  -0.709
C (-1.16, -5.83, -1.01)  -1.000
C (-0.47, -6.85, -0.41)  1.011
O (-0.63, -8.22, -0.58)  -0.522
C (0.33, -8.83, 0.27)  -0.234
O (1.06, -7.82, 0.94)  -0.516
C (0.54, -6.61, 0.50)  1.108
C (0.92, -5.35, 0.85)  -0.972
H (-1.29, -3.67, -1.09)  0.571
H (-1.95, -6.03, -1.72)  0.399
H (1.02, -9.42, -0.35)  0.232
H (-0.18, -9.46, 1.00)  0.231
H (1.71, -5.13, 1.56)  0.472
C (-5.66, -1.72, 0.10)  -0.970
Si (-5.03, 0.04, 0.02)  -0.196
C (-5.75, 0.98, 1.48)  -0.973
C (-5.69, 0.82, -1.55)  -0.904
C (-3.24, 0.08, 0.06)  -0.673
C (-2.02, 0.11, 0.08)  1.086
H (-6.76, -1.76, 0.11)  0.267
H (-5.29, -2.22, 1.00)  0.294
H (-5.30, -2.29, -0.76)  0.291
H (-6.84, 0.96, 1.47)  0.269
H (-5.42, 2.02, 1.46)  0.290
H (-5.40, 0.54, 2.42)  0.296
H (-6.78, 0.82, -1.57)  0.274
H (-5.32, 0.28, -2.42)  0.280
H (-5.33, 1.85, -1.63)  0.276

The charge is -2. For the HOMO energy (alpha / beta), the calculation gives -1.623 / -1.582 eV. For the LUMO energy (alpha / beta), the calculation gives 0.145 / 0.135 hartree. The expectation value of S² is 6.029. The calculation puts the largest force on an atom at 1.5 eV Å⁻¹. As for the multiplicity: 5. As for the gap between HOMO and LUMO (alpha / beta): 5.56 / 5.26 eV. Its energy above the lowest of the compared OMol25 structures with the same formula, charge and spin is 0.0 kJ/mol.

---

The following is a DFT calculation (ωB97M-V/def2-TZVPD) of 2 unconnected molecules or ions with the total composition C5H10O2 at a distorted geometry.

Last column: Mulliken charge in e.
Element x y z (Å)
C (0.33, -0.88, 1.83)  -0.538
C (0.46, -1.03, 0.53)  -0.642
C (0.00, 0.04, -0.38)  -0.070
C (-1.30, 0.36, -0.54)  0.358
C (-1.92, 1.71, -0.57)  -1.139
O (-2.29, -0.61, -0.44)  -0.525
H (0.67, -1.43, 2.70)  0.305
H (-0.18, 0.03, 2.18)  0.262
H (1.28, -1.62, 0.11)  0.471
H (0.73, 0.70, -0.83)  0.244
H (-2.52, 2.05, 0.27)  0.280
H (-2.72, 1.69, -1.32)  0.329
H (-1.23, 2.49, -0.89)  0.323
H (-2.18, -1.15, 0.36)  0.334
O (3.94, 0.18, -0.28)  -0.642
H (3.29, -0.38, 0.16)  0.331
H (3.57, 0.29, -1.17)  0.319

For the HOMO energy, the calculation gives -8.612 eV. For the LUMO energy, the calculation gives 0.028 hartree. The calculation puts the largest force on an atom at 3.0 eV Å⁻¹. As for the multiplicity: 1. As for the gap between HOMO and LUMO: 9.36 eV. Its energy above the lowest of the compared OMol25 structures with the same formula, charge and spin is 324.1 kJ/mol.

---

The following is a DFT calculation (ωB97M-V/def2-TZVPD) of 2 unconnected molecules or ions with the total composition C2H9N3 at a distorted geometry.

Last column: Mulliken charge in e.
Element x y z (Å)
C (-0.46, -0.81, -2.30)  -0.057
N (-1.20, -1.37, -3.22)  -0.497
H (-0.84, 0.18, -1.93)  0.120
H (0.34, -1.19, -1.63)  0.155
H (-0.86, -2.39, -3.26)  0.242
N (0.02, -0.27, 2.41)  -0.665
C (0.63, 0.33, 1.08)  0.096
N (-0.11, 1.58, 0.73)  -0.457
H (0.81, -0.73, 2.80)  0.226
H (-0.18, 0.54, 2.95)  0.233
H (1.68, 0.68, 1.30)  0.272
H (0.67, -0.50, 0.38)  -0.035
H (-0.74, 1.43, 0.03)  0.169
H (0.24, 2.50, 0.66)  0.198

For the HOMO energy, the calculation gives -9.341 eV. For the LUMO energy, the calculation gives 0.037 hartree. The calculation puts the largest force on an atom at 3.5 eV Å⁻¹. As for the multiplicity: 1. As for the gap between HOMO and LUMO: 10.34 eV. Its energy above the lowest of the compared OMol25 structures with the same formula, charge and spin is 227.8 kJ/mol.

---

The following is a DFT calculation (ωB97M-V/def2-TZVPD) of 9 unconnected molecules or ions with the total composition C35H45F4INO6S2 at a distorted geometry.

Last column: Mulliken charge in e.
Element x y z (Å)
C (-44.06, 5.65, -10.45)  -0.117
C (-44.64, 6.71, -9.56)  0.897
O (-44.01, 7.21, -8.67)  -0.585
N (-46.04, 7.11, -9.80)  0.450
H (-46.42, 6.78, -10.83)  0.252
H (-46.55, 6.56, -8.86)  -0.237
C (-46.41, 8.52, -9.59)  -0.500
H (-43.67, 6.00, -11.41)  0.063
H (-44.78, 4.90, -10.73)  0.205
H (-43.07, 5.05, -9.88)  -0.555
H (-46.34, 8.65, -8.49)  0.359
H (-47.45, 8.55, -9.94)  0.268
H (-45.66, 9.15, -10.09)  0.032
I (-47.50, 6.08, -6.79)  -0.704
O (-46.69, 6.01, -12.03)  -0.960
H (-46.89, 5.88, -12.94)  0.131
F (-43.71, 10.90, -8.70)  -0.335
C (-42.36, 10.78, -8.38)  0.607
C (-42.05, 9.82, -7.38)  -0.339
C (-40.71, 9.62, -6.99)  -0.603
C (-39.68, 10.45, -7.44)  -0.327
C (-40.02, 11.52, -8.35)  -0.856
C (-41.37, 11.56, -8.92)  -0.289
H (-42.76, 9.27, -6.83)  0.485
H (-40.66, 8.85, -6.26)  0.412
H (-38.61, 10.55, -7.14)  0.350
H (-39.32, 12.05, -8.74)  0.561
H (-41.53, 12.24, -9.80)  0.374
F (-47.83, 11.89, -6.36)  -0.267
C (-48.82, 11.71, -7.18)  0.050
C (-48.95, 10.38, -7.71)  0.180
C (-49.97, 10.07, -8.57)  -0.523
C (-50.78, 11.18, -8.98)  -0.479
C (-50.62, 12.51, -8.61)  -0.291
C (-49.56, 12.79, -7.75)  -0.261
H (-48.50, 9.45, -7.26)  0.297
H (-50.14, 8.98, -8.65)  0.356
H (-51.44, 11.06, -9.69)  0.470
H (-51.49, 13.22, -9.09)  0.188
H (-49.54, 13.88, -7.39)  0.266
F (-37.25, 8.06, -8.52)  -0.282
C (-37.84, 6.91, -9.09)  -0.116
C (-39.29, 6.81, -9.07)  0.645
C (-39.93, 5.67, -9.45)  -0.103
C (-39.15, 4.65, -9.92)  -0.304
C (-37.81, 4.55, -9.92)  -0.714
C (-37.13, 5.72, -9.42)  -0.275
H (-40.18, 7.74, -9.07)  -0.032
H (-41.05, 5.50, -9.49)  0.078
H (-39.65, 3.76, -10.21)  0.417
H (-37.26, 3.69, -10.29)  0.411
H (-35.98, 5.71, -9.38)  0.254
F (-44.37, 1.23, -13.61)  -0.313
C (-43.89, 2.41, -13.99)  0.554
C (-42.79, 2.61, -14.93)  -0.758
C (-42.44, 3.91, -15.30)  -0.476
C (-43.28, 4.94, -14.97)  -0.522
C (-44.28, 4.75, -14.08)  0.366
C (-44.65, 3.46, -13.56)  0.018
H (-42.25, 1.73, -14.80)  0.371
H (-41.55, 4.19, -15.84)  0.395
H (-43.47, 5.84, -15.52)  0.421
H (-44.82, 5.72, -13.75)  -0.217
H (-45.51, 3.63, -12.78)  0.170
C (-44.28, 9.12, -12.47)  0.008
C (-43.44, 8.66, -13.64)  -0.156
C (-42.64, 9.73, -14.05)  -1.022
S (-41.91, 10.38, -12.61)  1.179
O (-41.85, 11.76, -12.65)  -0.684
O (-40.81, 9.58, -12.16)  -0.647
C (-43.23, 9.84, -11.58)  -2.193
H (-44.90, 8.28, -12.02)  -0.104
H (-45.06, 9.98, -12.78)  0.218
H (-44.20, 8.21, -14.34)  0.344
H (-42.79, 7.70, -13.38)  -0.032
H (-43.07, 10.63, -14.51)  0.375
H (-41.73, 9.42, -14.54)  0.479
H (-43.50, 10.55, -10.99)  1.465
H (-43.16, 9.20, -10.89)  0.822
C (-45.46, 2.33, -7.36)  -0.827
C (-44.20, 3.09, -7.10)  0.314
C (-43.05, 2.54, -7.49)  -0.601
S (-43.53, 1.28, -8.72)  1.154
O (-43.24, 0.05, -8.13)  -0.707
O (-42.96, 1.67, -9.96)  -0.584
C (-45.32, 1.52, -8.74)  -0.413
H (-46.44, 2.85, -7.36)  0.310
H (-45.57, 1.49, -6.59)  0.285
H (-44.31, 3.60, -6.01)  0.302
H (-44.33, 4.09, -7.82)  -0.379
H (-42.68, 2.04, -6.71)  0.469
H (-42.25, 3.22, -7.95)  0.109
H (-46.02, 0.60, -9.00)  0.373
H (-45.64, 2.47, -9.39)  0.127

The charge is -1. For the HOMO energy, the calculation gives -5.457 eV. For the LUMO energy, the calculation gives 0.080 hartree. The calculation puts the largest force on an atom at 12.3 eV Å⁻¹. As for the multiplicity: 1. As for the gap between HOMO and LUMO: 7.64 eV. Its energy above the lowest of the compared OMol25 structures with the same formula, charge and spin is 33.9 kJ/mol.